# 1
DFT (ωB97M-V/def2-TZVPD) results for a cluster of 2 separate species, C2H5NO2S in total.

## Properties
- M (g/mol) = 107.13
- spin multiplicity = 1
- highest occupied orbital energy (alpha / beta) (Ha) = -0.3481 / -0.3455
- HOMO-LUMO gap (alpha / beta) (eV) = 7.9 / 7.9
- energy relative to the best compared isomer or geometry (same formula, charge and spin) (kJ/mol) = 753.28

Last column: natural (NBO) charge in e.
Geometry (Å):
H: 0.61035 0.89419 1.47000  0.253
N: -1.69560 0.60486 -0.05684  -0.606
H: -0.12550 -0.86447 1.60414  0.241
H: -1.07576 -0.06677 -2.01896  0.188
C: 0.74939 -0.18844 1.34614  -0.765
H: -2.58392 1.07747 -0.07397  0.395
S: 0.75381 -0.30929 -0.59351  1.376
O: 2.02734 1.39467 -1.60635  -0.383
O: 0.84298 -1.73680 -0.92345  -0.931
H: 1.53677 -0.81289 1.73569  0.250
C: -1.03986 0.00746 -0.88290  -0.018

Atoms 1-2, force components in eV/Å:
H 0.35 -0.67 0.85
N -0.38 0.78 2.48


# 2
DFT (ωB97M-V/def2-TZVPD) results for the ion C6H11IN with charge +1.

## Properties
- M (g/mol) = 224.06
- spin multiplicity = 3
- <S²> = 2.0050
- total charge = +1
- highest occupied orbital energy (alpha / beta) (Ha) = -0.3780 / -0.5277
- HOMO-LUMO gap (alpha / beta) (eV) = 7.4 / 6.7
- energy relative to the best compared isomer or geometry (same formula, charge and spin) (kJ/mol) = 98.38

Last column: Mulliken spin population.
Geometry (Å):
H: 1.94804 -0.97694 0.55659  0.004
H: -1.39734 -1.43597 -1.56460  0.012
H: 0.91952 0.76300 -1.50512  -0.003
C: -0.31263 -1.05459 -1.15397  -0.021
H: 0.49741 -1.72849 -1.75939  0.019
N: 1.10917 -1.45071 0.95491  -0.014
H: -0.51959 -0.88770 2.46119  0.003
C: -0.79404 1.16214 -0.17527  0.001
H: -0.35759 1.28407 2.07099  -0.005
I: -0.87150 -3.64490 0.35741  1.521
C: -0.06805 -0.75623 1.45823  0.026
C: -0.16869 0.44812 -1.37853  0.023
H: 1.37731 -2.20299 1.46164  0.023
H: -1.82903 0.76409 -0.21202  0.006
C: -0.06401 0.78146 1.14633  0.018
H: -0.77175 2.25029 -0.36334  -0.001
C: -0.22098 -1.53606 0.23047  0.386
H: 0.96314 1.28688 0.96095  0.002
H: -0.40863 0.77830 -2.39342  -0.002

Atoms 1-2, force components in eV/Å:
H -1.14 0.17 0.39
H 2.51 0.93 0.92


# 3
DFT (ωB97M-V/def2-TZVPD) results for a cluster of 3 separate species, C4H17N3O2 in total.

## Properties
- M (g/mol) = 139.20
- spin multiplicity = 1
- total charge = +2
- highest occupied orbital energy (Ha) = -0.6541
- HOMO-LUMO gap (eV) = 11.5
- energy relative to the best compared isomer or geometry (same formula, charge and spin) (kJ/mol) = 0.00

Last column: natural (NBO) charge in e.
Geometry (Å):
H: -0.62151 -1.20717 0.06420  0.229
H: -2.02230 -2.19939 2.55609  0.506
N: -0.13098 1.71173 -0.46070  -0.522
C: 1.30235 -0.24759 -0.01833  -0.433
H: -1.38845 -0.90078 2.08590  0.473
H: -3.32080 0.17669 -2.43226  0.494
O: -1.16381 -1.77782 2.41769  -0.963
O: -2.48662 -0.29137 -2.45759  -0.989
C: 0.38375 -1.44540 -0.26506  -0.226
H: -1.17110 3.28708 0.49557  0.255
H: 0.05356 -2.97826 1.07746  0.479
H: 1.23378 -0.02452 1.05476  0.223
H: 0.66852 3.98151 1.67484  0.451
C: -0.24657 2.74291 0.32790  0.397
H: 0.95156 -3.46221 -0.22788  0.460
N: 0.76982 3.29278 0.94400  -0.701
N: 0.82219 -2.70445 0.44040  -0.677
H: 1.70316 2.90428 0.90227  0.419
H: 2.31887 -0.63494 -0.14129  0.243
H: 0.95829 0.79244 -1.92665  0.259
H: -0.95314 1.49821 -1.01854  0.451
H: 0.23083 -1.69435 -1.29547  0.236
H: 1.56920 -2.53080 1.07470  0.446
C: 1.06500 0.98179 -0.86961  -0.239
H: 1.94090 1.61561 -0.79346  0.233
H: -2.46651 -0.88599 -3.20891  0.498

Atoms 1-2, force components in eV/Å:
H -0.08 -0.20 0.27
H 0.03 -0.06 0.22


# 4
DFT (ωB97M-V/def2-TZVPD) results for the molecule C5H15NSi.

## Properties
- M (g/mol) = 117.27
- spin multiplicity = 1
- SMILES = CC[Si@H](N)C(C)C
- highest occupied orbital energy (Ha) = -0.3320
- HOMO-LUMO gap (eV) = 10.0
- energy relative to the best compared isomer or geometry (same formula, charge and spin) (kJ/mol) = 40.21

Last column: natural (NBO) charge in e.
Geometry (Å):
H: -1.72225 0.60382 -2.04555  0.202
C: 1.59392 0.55310 0.84389  -0.849
C: 2.97828 0.02416 1.38182  -0.592
H: -3.23415 0.01321 -1.33985  0.215
H: -1.34471 0.96187 1.72252  0.202
Si: 0.45838 -0.67870 -0.10441  1.554
N: 0.78306 -0.56971 -1.78309  -1.327
H: 1.73327 1.28808 0.14383  0.216
H: 3.50952 -0.36359 0.56230  0.204
C: -2.15331 -0.22081 -1.40989  -0.621
H: 2.79659 -0.71274 2.24409  0.211
C: -1.93185 0.81216 0.87518  -0.603
H: -0.02911 -0.64358 -2.35621  0.390
H: 1.54448 -0.16478 -2.33576  0.405
C: -1.45007 -0.36404 0.01953  -0.654
H: 3.47813 0.89420 1.78035  0.205
H: -1.98818 -1.28741 0.40889  0.226
H: -2.05326 -1.18381 -1.99111  0.205
H: 0.87381 -2.21607 0.39567  -0.223
H: 0.93241 0.97095 1.61493  0.219
H: -1.78697 1.69942 0.16782  0.203
H: -2.98798 0.58430 1.20506  0.212

Atoms 1-2, force components in eV/Å:
H -0.23 -0.71 0.72
C -0.93 -2.78 1.50


# 5
DFT (ωB97M-V/def2-TZVPD) results for the molecule C4H5NO.

## Properties
- M (g/mol) = 83.09
- spin multiplicity = 1
- highest occupied orbital energy (Ha) = -0.3421
- HOMO-LUMO gap (eV) = 8.4
- energy relative to the best compared isomer or geometry (same formula, charge and spin) (kJ/mol) = 465.37

Last column: natural (NBO) charge in e.
Geometry (Å):
O: -1.25457 0.01669 -0.83171  -0.290
H: 0.94760 1.03358 0.89285  0.234
H: 0.09198 0.26406 2.22893  0.236
C: -0.50035 -0.54132 0.29286  -0.118
H: 1.54778 -0.33306 -2.22696  0.217
C: -0.02009 0.62872 1.20786  -0.589
H: -0.76711 1.41950 1.16335  0.233
H: -1.17814 -1.21927 0.81375  0.247
C: 0.80160 -0.97807 -0.18712  0.004
C: 0.74696 -0.39698 -1.50450  -0.216
N: -0.41567 0.10615 -1.84933  0.043

Atoms 1-2, force components in eV/Å:
O -0.03 0.11 0.09
H -0.24 -0.06 0.04


# 6
DFT (ωB97M-V/def2-TZVPD) results for the molecule C3H7NO2.

## Properties
- M (g/mol) = 89.09
- spin multiplicity = 1
- SMILES = NC(=O)CCO
- highest occupied orbital energy (Ha) = -0.3521
- HOMO-LUMO gap (eV) = 10.2
- energy relative to the best compared isomer or geometry (same formula, charge and spin) (kJ/mol) = 71.63

Last column: natural (NBO) charge in e.
Geometry (Å):
C: 1.17863 0.28170 0.62023  -0.052
H: 1.48215 0.94148 1.44659  0.168
C: -0.03217 0.92810 -0.03242  -0.526
C: -0.80280 0.17581 -1.10734  0.679
H: 2.02469 0.20214 -0.07513  0.169
H: 0.23600 1.91751 -0.41649  0.240
O: 0.80553 -0.99602 1.11734  -0.744
H: -2.20209 -1.31347 -1.13161  0.394
O: -0.94738 0.57301 -2.24776  -0.598
H: -1.03149 -1.42882 0.13964  0.415
H: 1.58368 -1.40996 1.50804  0.480
N: -1.49779 -0.87537 -0.56598  -0.851
H: -0.79695 1.00388 0.74490  0.228

Atoms 1-2, force components in eV/Å:
C 0.10 0.32 -0.17
H 0.04 -0.15 -0.12